(1)
23
Properties=species:S:1:pos:R:3:forces:R:3 method="wB97M-V/def2-TZVPD" fmax_ev_per_a=1.4 gap_ev=9.4403 total_charge=0 de_lowest_ev=1.750
C -0.68107 0.03697 -1.32699 -0.561 0.500 -0.502
N -0.73711 -0.69274 -0.08555 0.412 -0.125 0.132
C 0.52962 -0.97369 0.54360 0.537 -1.225 0.364
C 1.41363 0.12906 1.16389 -1.141 -0.106 -0.589
C 1.02135 0.33562 2.60092 0.059 -0.056 0.777
O 1.65290 1.46025 3.21473 -0.534 0.376 -0.061
C -1.78554 -0.38301 -2.30680 0.803 0.144 -0.850
C -1.39343 -0.08925 -3.79749 -0.892 -0.067 0.869
H 0.26262 -0.16450 -1.83387 0.210 -0.263 0.238
H -0.70098 1.13350 -1.21465 -0.009 -0.031 0.097
H -1.47363 -0.43063 0.54815 -0.019 0.238 -0.019
H 0.37846 -1.71080 1.33907 -0.423 0.067 0.194
H 1.10595 -1.60937 -0.14349 0.076 0.560 -0.270
H 1.28637 1.05392 0.61751 -0.092 0.401 -0.168
H 2.43428 -0.14830 1.03455 0.914 -0.214 0.218
H -0.06314 0.39777 2.67446 -0.287 0.328 -0.108
H 1.24726 -0.52895 3.23731 0.314 -0.062 -0.316
H 1.00405 2.18072 3.27159 0.456 -0.367 -0.065
H -1.88099 -1.46321 -2.20051 -0.379 0.056 0.125
H -2.73596 0.11728 -2.13196 -0.051 -0.162 0.458
H -1.12954 -1.02947 -4.27384 0.295 0.157 -0.234
H -0.60391 0.65541 -3.89019 0.102 -0.101 -0.010
H -2.28519 0.30602 -4.28856 0.213 -0.046 -0.280

(2)
23
Properties=species:S:1:pos:R:3:forces:R:3 method="wB97M-V/def2-TZVPD" fmax_ev_per_a=1.5 gap_ev=9.5607 total_charge=0 de_lowest_ev=1.701
C -3.18934 0.50593 -0.44850 -0.768 -0.314 0.461
C -1.73384 0.94371 -0.55549 -0.124 0.300 -0.159
N -0.84271 -0.19955 -0.58951 -0.106 -0.137 -0.014
C 1.98032 -1.22720 1.72688 0.347 0.197 -0.081
C 0.87915 -1.43456 0.68483 -0.059 1.491 -0.140
C 0.46726 -0.08627 0.01010 0.680 -0.337 0.448
C 1.58869 0.41366 -0.92099 -0.510 0.550 -0.028
O 2.04661 1.73292 -0.61141 -0.529 0.262 -0.175
H -3.93229 1.05193 -1.02321 0.252 0.513 -0.156
H -3.55376 0.50207 0.58231 0.196 0.147 0.046
H -3.32752 -0.51864 -0.75652 0.296 -0.464 -0.291
H -1.63008 1.66060 -1.38865 0.175 -0.251 -0.062
H -1.45836 1.50152 0.33399 -0.046 0.179 0.173
H -0.80956 -0.65357 -1.49351 -0.057 0.051 0.037
H 2.75096 -1.98693 1.65099 0.113 -0.159 0.038
H 1.63520 -1.22903 2.75025 -0.390 -0.137 0.266
H 2.48316 -0.26318 1.61906 0.025 0.009 -0.256
H -0.04703 -1.78519 1.12222 0.049 -0.605 -0.005
H 1.26452 -2.07173 -0.09934 -0.285 -0.569 -0.170
H 0.42733 0.65035 0.81973 -0.278 -0.012 -0.012
H 2.46763 -0.19000 -0.82277 0.522 -0.433 0.056
H 1.24052 0.33379 -1.96251 0.106 0.134 0.072
H 1.29314 2.34937 -0.62795 0.392 -0.414 -0.051